C8BaF24N4O16S8 | ωB97M-V/def2-TZVPD

**Energy relative to the best compared isomer or geometry (same formula, charge and spin)**: 485.9 kJ/mol
**Total charge**: -2
**Gap between HOMO and LUMO**: 9.7 eV

XYZ file:
```
61
Properties=species:S:1:pos:R:3:forces:R:3:mulliken_charge:R:1
Ba -0.071645 0.028936 -0.209856 0.1 0.4 -0.2 3.5139
S -3.089565 -0.387576 -2.324349 -2.2 -0.4 -5.2 0.8215
S 3.631796 -0.845315 -0.632448 3.3 1.9 3.3 0.6723
S -1.560933 -3.058855 2.029763 -1.4 -3.4 -1.3 0.5231
S 1.641415 3.461716 1.266286 -0.8 4.3 4.8 0.7053
S 2.659955 -1.473721 -2.924441 2.1 0.8 -0.3 0.8416
S -3.358905 1.570561 -0.729087 -1.2 2.4 -1.2 0.7729
S 0.539859 3.206790 -1.014773 -3.7 2.9 0.8 1.1219
S -1.706153 -0.617508 2.820663 -2.7 -2.2 -1.6 0.9268
F 2.949107 -2.494929 1.345568 -0.9 -0.3 0.8 -0.2189
F 2.904063 2.854651 -1.965305 1.0 -0.2 0.1 -0.1383
F 3.999308 -0.732255 1.967751 0.6 0.2 1.4 -0.2214
F 1.923784 -0.512590 1.461476 -0.5 -0.4 0.9 -0.0405
F 0.464596 -3.709257 0.298786 1.5 1.4 -1.0 -0.2195
F -0.669040 0.517090 4.918176 0.1 -1.7 0.1 -0.2032
F -4.616481 1.306335 1.759465 0.9 0.0 -1.2 -0.2347
F 1.379881 -1.541224 -5.332290 0.3 -0.4 0.4 -0.2140
F -2.478217 -2.635554 -3.596083 0.7 0.3 0.4 -0.2299
F 3.579869 2.050032 2.219949 -0.9 -0.9 0.7 -0.2490
F -2.992009 -2.991729 -1.534303 0.5 0.8 -0.6 -0.2216
F -0.436717 -5.386106 1.093096 0.4 -0.3 1.3 -0.2418
F 2.321853 4.995262 -1.868261 0.0 -1.2 0.1 -0.2151
F -1.098273 -1.972309 -1.950581 0.0 -0.9 -0.5 -0.2585
F 0.684265 -0.921183 3.926134 -1.5 0.1 0.9 -0.1588
F -0.971971 -1.717723 5.182729 0.7 2.0 -0.4 -0.1877
F -4.900833 -0.370349 0.379545 1.8 -1.0 0.4 -0.2413
F 0.904077 -4.143514 2.431707 -0.4 -0.5 -1.3 -0.2127
F 1.579185 1.630091 3.144581 -0.4 -1.4 1.0 -0.2175
F 0.295397 -0.559863 -3.738563 0.0 0.0 -0.1 -0.1761
F 2.019223 0.421507 -4.678588 -0.6 -1.1 0.5 -0.2356
F -5.997364 1.287757 0.165333 -1.1 2.5 -1.3 -0.2596
F 2.789395 3.377930 3.708784 -1.0 -0.8 -0.6 -0.2446
F 1.608609 3.724200 -3.409958 -0.8 -0.4 -0.6 -0.2285
O -0.240209 4.435910 -0.678042 2.9 -2.8 -0.7 -0.6167
O 0.494646 4.121134 1.894496 1.3 -1.1 -0.1 -0.6701
O -4.006344 2.173565 -1.920247 1.0 -2.0 2.5 -0.5957
O 2.398850 -2.873063 -2.959481 -0.6 -0.5 0.1 -0.6714
O -2.619080 2.534537 0.038982 0.4 -1.5 0.3 -0.5602
O 4.581404 -1.957096 -0.826466 -1.8 1.6 0.1 -0.6281
O -4.540511 -0.538715 -2.385906 1.6 -0.5 0.2 -0.6514
O -0.261239 2.307470 -1.819015 1.1 -1.3 0.2 -0.7521
O -2.747313 -3.355248 1.198437 2.6 0.2 1.0 -0.5959
O -2.458150 0.391671 -3.380086 -0.4 -1.8 -0.1 -0.6022
O 2.642349 4.377535 0.772130 0.2 -1.0 -0.1 -0.6828
O 3.990592 -1.012912 -3.362481 -2.5 -0.4 0.6 -0.6117
O -3.077703 -1.073317 3.052692 2.3 0.3 0.7 -0.5874
O 4.108177 0.546297 -0.651036 0.3 -2.0 0.6 -0.6392
O -1.680168 0.716092 2.341164 1.8 1.3 -0.6 -0.5502
O -1.723637 -3.356530 3.448159 0.9 0.0 -1.3 -0.5803
N -0.885668 -1.659062 1.677168 -1.6 1.7 3.0 -0.2993
N -2.495661 0.113354 -1.023800 -1.6 3.1 3.7 -0.3098
N 1.217052 2.338511 0.308000 -1.2 0.1 -3.9 -0.3997
N 2.246527 -0.796251 -1.338176 -1.0 -2.5 -4.6 -0.2815
C -4.768737 0.949157 0.452613 -0.7 -1.5 1.3 0.6171
C -2.387481 -2.128644 -2.364886 -1.0 0.2 0.7 0.6294
C 1.944322 3.714485 -2.141142 0.3 1.6 0.7 0.3835
C 0.010561 -4.157896 1.417911 -3.2 0.2 1.5 0.6484
C -0.603977 -0.720013 4.356491 0.5 0.0 -0.4 0.4547
C 1.494724 -0.776028 -4.264657 0.5 2.1 0.6 0.5967
C 3.040208 -1.192052 1.225013 2.0 0.5 -4.1 0.4803
C 2.398938 2.515810 2.721265 2.4 2.9 -2.3 0.6453
```
Positions in Å, forces in eV/Å.

***

C32H63BGeIrN2P2Se2Te2 | ωB97M-V/def2-TZVPD

**<S²>**: 8.80
**Total charge**: +2
**Gap between HOMO and LUMO (alpha / beta)**: 4.7 / 4.7 eV
**2S+1**: 6

XYZ file:
```
106
Properties=species:S:1:pos:R:3:forces:R:3:mulliken_charge:R:1
Ir -16.400130 9.790943 -2.634168 0.1 1.3 0.0 0.7972
Te -12.540352 8.996730 -0.342493 0.1 -0.1 -0.5 0.0248
Te -14.995561 8.912561 2.350526 0.0 0.0 0.3 0.1962
Se -17.094278 8.804991 1.327718 -0.1 0.0 0.1 -0.0632
Se -14.370449 10.286595 -1.386129 -0.2 0.0 -0.7 -0.4545
Ge -14.543997 11.362959 -4.856270 0.9 0.4 1.4 0.3321
P -16.515386 7.593190 -3.393975 -0.5 -0.2 0.7 0.1498
P -17.608138 11.890354 -2.000003 1.0 0.8 1.1 0.6201
N -19.000259 9.930564 -0.825270 0.5 -1.4 -2.1 1.5718
N -18.696799 7.859947 -1.812289 1.8 0.9 -1.0 1.1996
C -15.210840 11.304455 -6.622619 -0.2 0.8 -0.3 -0.8844
C -19.832723 11.354256 -3.466286 0.5 -0.3 1.3 -1.8613
C -14.294182 11.649419 -9.009064 -0.7 1.4 -0.9 -0.6967
C -17.835622 14.420465 -0.632416 0.0 1.0 -0.4 -1.7164
C -15.343975 6.438335 -1.147744 -0.1 0.8 0.4 -1.1385
C -18.816686 11.311304 -0.659976 -0.9 2.1 0.3 -2.3420
C -16.017769 12.899653 0.063281 0.0 0.2 0.4 -0.9123
C -16.904185 7.483637 -5.228680 0.7 -0.9 0.3 2.3336
C -12.034955 9.602126 -4.722367 0.5 -0.1 0.4 0.8498
C -20.727124 6.767622 -0.817819 1.0 0.6 0.7 -1.0560
C -21.815535 8.251659 0.851071 0.4 -1.1 -0.5 -0.7284
C -13.752290 10.310140 -9.383955 -0.7 -1.3 -0.7 -0.8302
C -16.780340 13.439213 -1.139460 -0.4 -0.5 -1.0 1.8765
C -18.733259 12.451903 -3.386966 -1.6 -1.1 0.6 2.4643
C -12.658387 11.002978 -4.556642 0.1 -0.2 0.0 -1.0410
C -17.829484 8.641866 -5.516845 1.0 0.1 -1.0 -1.8772
C -19.769438 7.803969 -1.058900 -1.9 -0.3 0.7 1.0767
C -21.652521 6.979604 0.171047 0.1 0.1 0.0 -0.5288
C -17.564676 6.174409 -5.669589 0.2 0.6 0.0 -1.7312
C -18.003453 12.439311 -4.697877 -0.1 0.2 -0.4 -1.3156
C -11.876813 9.120270 -6.171062 -0.4 -0.2 0.4 -0.0349
C -15.578664 7.634025 -5.989879 -0.3 1.5 0.6 -2.0923
C -15.833976 14.142104 -2.150674 -0.6 0.0 1.2 -1.7824
C -10.796134 9.779987 -7.017759 -0.2 0.1 0.1 -1.5465
C -19.440939 13.798684 -3.245182 0.8 0.1 -0.9 -1.9461
C -14.160300 11.955543 -7.559133 0.4 0.0 2.1 -0.1455
C -18.102158 6.885190 -2.672644 0.7 -1.0 0.2 -2.0642
C -13.870038 6.808151 -3.139050 0.0 1.3 1.8 -1.2994
C -15.494117 4.954684 -3.104516 -0.3 -0.4 -0.3 -1.6178
C -21.057760 9.309824 0.503101 2.0 0.9 -0.5 -1.0318
C -19.960829 9.094460 -0.443083 -1.7 0.4 1.3 0.2533
C -15.288270 6.390874 -2.683891 0.7 0.5 -0.5 1.7864
B -18.094726 9.226944 -1.828018 -1.4 -1.0 1.6 -1.3517
H -15.380542 12.038403 -0.156422 -0.1 0.5 0.1 -0.2698
H -19.385637 10.361704 -3.525608 0.0 -0.1 -0.1 0.1916
H -15.046141 4.804415 -4.112079 -0.5 -0.4 0.7 0.3090
H -18.597125 6.176788 -5.404129 -0.8 -0.3 0.3 0.4835
H -18.567994 11.529403 0.377323 0.8 0.2 0.0 0.7003
H -19.897874 13.973354 -2.299612 -0.1 0.2 0.8 0.4100
H -12.218646 11.674034 -5.315498 0.0 0.0 0.2 0.6885
H -18.585353 13.968011 -0.006724 -0.6 -0.4 0.0 0.2961
H -16.275986 6.012244 -0.726336 0.6 0.1 -0.2 0.2933
H -18.781751 6.689974 -3.479204 -0.3 -0.5 -0.4 0.7237
H -18.198481 8.517645 -6.528336 -0.1 0.1 -0.4 0.7844
H -13.210815 11.526899 -7.230065 0.4 0.4 -0.2 -0.2506
H -15.078818 6.697167 -5.939834 0.8 -0.6 -0.1 0.4564
H -21.056580 10.278992 1.021697 -0.3 -0.5 -0.2 0.4271
H -18.755676 12.566573 -5.500344 0.5 -0.4 0.1 0.6069
H -12.887203 9.131778 -6.628267 0.5 0.0 -0.1 -0.3677
H -13.758942 12.471975 -9.544915 -0.4 -0.7 0.1 0.3831
H -13.708396 7.900340 -2.886697 -0.2 -1.2 -0.6 -0.6889
H -14.196042 9.471964 -8.801997 0.2 0.5 -0.1 0.0785
H -20.542186 11.345018 -2.615696 0.4 0.2 -0.5 0.2986
H -17.339149 13.278630 -4.763199 0.4 0.6 -0.1 0.4666
H -18.680488 8.771972 -4.900256 -0.8 -0.1 0.9 0.1622
H -20.379317 11.491181 -4.358500 -0.8 0.3 -1.0 0.8120
H -12.677390 10.223595 -9.310689 0.3 0.1 0.1 0.2029
H -10.952125 10.864574 -7.159320 0.0 -0.4 -0.2 0.2458
H -14.976439 8.443626 -5.517955 0.0 -0.6 -0.2 -0.0710
H -11.041192 9.649179 -4.216292 -0.5 -0.1 -0.4 0.6428
H -13.629927 6.590947 -4.154809 -0.1 0.1 -0.9 0.4432
H -18.294344 15.028705 -1.437269 0.2 -0.5 0.6 0.3550
H -11.596649 8.067715 -6.070494 -0.1 -0.1 -0.2 0.6062
H -17.536085 6.121297 -6.736688 -0.1 0.3 -0.9 0.5661
H -20.557545 5.801702 -1.253582 -0.2 -0.3 -0.2 0.5156
H -10.758474 9.250265 -7.994481 0.3 0.6 0.6 0.3468
H -15.020282 4.343220 -2.330443 0.3 -0.2 -0.5 0.5116
H -16.315697 14.521636 -3.052932 0.0 -0.4 -0.1 0.2364
H -17.212865 9.532114 -5.477568 -0.2 0.5 0.0 0.1650
H -15.188805 7.433457 -0.666804 -0.3 -0.5 -0.7 -0.5229
H -17.372792 11.557469 -4.796432 -0.4 -0.3 -0.3 -0.9385
H -15.361152 11.733473 -9.302333 0.5 0.0 0.0 0.3124
H -14.467406 5.854009 -0.867726 -0.3 -0.3 0.4 0.7472
H -15.489689 15.033104 -1.633258 0.3 0.2 0.1 0.6129
H -22.472656 8.242184 1.696428 -0.4 0.4 0.1 0.4544
H -17.805154 5.928843 -2.166801 -0.7 0.9 -0.3 0.8302
H -15.638051 10.409006 -6.951119 -0.2 -1.6 -0.7 0.5340
H -13.128630 6.262798 -2.540342 -0.2 0.0 0.0 0.6824
H -14.035570 10.092993 -10.423514 0.3 0.0 0.2 0.4137
H -12.448431 11.446600 -3.580889 0.0 -0.1 0.0 0.4962
H -9.852316 9.682879 -6.458930 -0.1 -0.1 -0.5 0.4540
H -12.567292 8.779035 -4.204568 0.0 0.9 0.0 -0.8705
H -19.752642 11.911819 -0.776668 0.4 -0.6 -0.2 0.6009
H -17.081109 5.266221 -5.388240 0.4 -0.5 0.7 0.3275
H -16.548777 4.651284 -3.056035 0.2 0.0 -0.4 0.2791
H -18.676449 14.533735 -3.506264 -0.4 0.5 0.4 0.4301
H -16.744448 12.586108 0.811310 0.1 -0.1 0.2 0.3319
H -14.148408 13.034453 -7.312381 0.1 -0.4 -0.4 0.3625
H -15.010550 12.725657 -4.260533 0.2 -0.5 0.0 -0.4928
H -15.432891 13.709479 0.542584 -0.1 -0.4 -0.4 0.5182
H -14.980347 13.504281 -2.318387 0.3 -0.1 -0.4 0.2890
H -16.037074 11.958169 -6.482317 -1.0 0.7 -0.4 0.9080
H -20.237007 13.918088 -3.983530 0.1 -0.3 -0.2 0.4261
H -15.706966 7.932381 -7.033858 -0.3 -0.2 0.0 0.6180
H -22.259174 6.148297 0.525574 0.0 0.2 -0.3 0.4362
H -17.391155 15.144843 0.055673 0.4 0.0 -0.1 0.5568
```
Positions in Å, forces in eV/Å.

***

C18H17ClIrN2O5S | ωB97M-V/def2-TZVPD

**<S²>**: 1.19
**Energy relative to the best compared isomer or geometry (same formula, charge and spin)**: 468.5 kJ/mol
**Total charge**: +2
**Gap between HOMO and LUMO (alpha / beta)**: 5.9 / 4.2 eV
**2S+1**: 2

XYZ file:
```
45
Properties=species:S:1:pos:R:3:forces:R:3:mulliken_charge:R:1
Ir 0.330904 -0.442109 0.296738 -1.0 0.5 -0.5 1.5304
Cl -2.423308 2.877361 -2.411835 0.1 0.0 -0.3 -0.1399
S 2.472146 -1.185423 1.625875 1.2 2.9 2.3 1.2635
O 1.162197 -1.853161 1.810799 -1.5 -0.3 -1.1 -0.6247
O -2.895621 0.392473 -0.255930 0.0 -1.4 0.0 -0.7532
O 2.517655 -0.791051 0.188343 -1.2 -0.1 -1.9 -0.5591
O -0.960248 1.425490 0.108496 3.3 -1.9 0.2 -0.7766
O 3.624522 -1.769435 2.184214 -0.1 -0.4 -0.4 -0.5381
N -0.044343 -0.914168 -1.889366 0.3 -0.1 2.4 -0.2494
N -1.601460 -1.847249 0.146535 0.4 -0.2 -0.4 -0.2169
C 1.581876 4.351632 3.962952 0.1 0.2 0.7 -1.4456
C -1.551828 -2.566516 -1.032350 0.3 0.7 0.6 0.5191
C 2.974010 2.687980 2.710013 -0.1 -0.5 -0.3 -0.7530
C 0.774871 2.034817 3.477208 0.2 0.8 -0.2 -0.8007
C -2.785462 2.734109 -0.692937 0.5 -0.6 0.8 -0.4380
C -2.166175 1.378930 -0.229774 -2.1 1.3 -0.8 0.7965
C -0.077580 -2.032904 -4.422326 0.0 0.0 0.1 -0.5014
C 1.784625 3.004177 3.387299 -0.7 -0.6 -0.3 0.6982
C -0.812190 -1.997573 -2.119015 0.0 -0.1 -0.8 0.8093
C -2.240876 -4.378855 -2.480511 -0.4 0.0 0.9 -0.8166
C 0.674972 -0.387098 -2.857734 0.3 0.4 -0.5 -0.1887
C -0.846463 -2.615495 -3.395919 0.3 0.8 0.6 0.5366
C 2.147794 0.496713 2.284901 -0.1 -1.8 -0.8 0.6112
C -1.607859 -3.796279 -3.559717 0.2 0.2 -0.2 -0.6716
C 0.670702 -0.908454 -4.155611 -0.2 -0.1 0.1 -0.8065
C -2.199968 -3.786218 -1.221419 -0.2 -0.9 -0.5 -0.6971
C 0.934465 0.787124 2.900550 -0.2 -0.3 0.4 -0.0495
C 3.140030 1.447781 2.120295 0.4 0.5 0.4 -1.2077
H -0.067754 -2.486903 -5.402390 0.0 0.0 -0.1 0.4946
H -3.867731 2.710907 -0.553696 0.3 0.0 0.0 0.3338
H 2.264672 5.080821 3.533954 -0.1 0.1 0.0 0.3940
H 1.265686 -0.434589 -4.919822 0.1 0.0 0.0 0.4396
H -1.942058 -2.393317 0.938185 0.1 0.1 0.0 0.2765
H -2.710709 -4.259823 -0.396472 -0.1 0.0 0.1 0.4424
H 3.765326 3.422412 2.652006 0.0 0.1 -0.1 0.4393
H 0.550237 4.687713 3.866059 0.1 0.0 -0.1 0.3831
H -2.307980 3.554791 -0.157546 -0.2 0.0 -0.1 0.2925
H -2.206344 -0.952708 0.030945 -0.3 1.1 -0.1 0.4365
H 1.276264 0.476218 -2.606568 0.0 0.0 0.0 0.5748
H 1.785762 4.304999 5.039195 0.0 0.1 -0.1 0.3322
H 4.041245 1.194464 1.584776 0.2 0.0 0.0 0.4607
H -2.797284 -5.294054 -2.612682 0.0 -0.1 0.0 0.4368
H 0.178135 0.028384 3.043617 0.0 -0.2 0.2 0.7574
H -1.672087 -4.244630 -4.538904 0.0 -0.1 -0.1 0.4933
H -0.132767 2.258715 4.019568 -0.1 0.1 -0.1 0.4817
```
Positions in Å, forces in eV/Å.

***

no.,DFT total energy (eV)
1,-199610.04779
2,-261060.54256
3,-58336.31142